1.
65
Properties=species:S:1:pos:R:3:forces:R:3 method="wB97M-V/def2-TZVPD" lumo_energy_ev=2.7 total_energy_ev=-123117.5758 homo_energy_ev=1.0 total_charge=-2 orbital_gap_ev=1.73
C 2.28568 1.48522 3.14062 0.6 -0.2 0.0
C 2.25255 1.92378 1.67472 0.0 -0.3 0.2
C 2.29629 0.67774 0.78535 0.1 0.3 0.1
C 1.08760 2.86582 1.32291 -0.1 0.0 -0.3
C 0.81533 3.93420 2.37120 0.0 0.2 -0.3
C -0.21486 2.09068 0.97002 -0.2 0.8 0.8
O -1.35651 2.77693 1.39942 0.2 -0.4 -0.2
Ga -2.85502 1.61197 1.41723 -0.8 1.3 0.2
S -2.95372 0.59776 -0.68613 0.0 -0.7 -0.1
B -2.75511 0.15843 2.96494 0.7 0.0 -0.8
O -3.09458 -1.15600 2.69166 0.2 -0.4 0.6
O -2.36173 0.40348 4.28623 -0.3 -0.6 0.4
C -4.60889 2.83725 1.55463 0.5 -0.3 -0.1
O -4.47541 4.02281 1.89128 0.0 0.3 0.1
O -5.62391 2.18746 1.25415 -0.5 -0.2 0.0
H 2.06494 2.28200 3.84440 -0.2 0.1 0.0
H 1.65708 0.61345 3.31997 -0.3 0.1 0.0
H 3.30206 1.15254 3.36932 0.1 -0.1 0.1
H 3.19633 2.44139 1.47270 0.0 0.3 0.1
H 2.33366 1.00232 -0.25272 0.0 -0.3 -0.2
H 3.17248 0.07846 1.03432 0.2 0.0 -0.1
H 1.43450 0.03853 0.94417 -0.1 0.0 -0.1
H 1.38828 3.39947 0.41565 0.1 0.0 -0.1
H 0.28434 3.53268 3.22913 0.1 0.0 0.2
H 0.15228 4.67894 1.94175 -0.2 0.0 0.0
H 1.73063 4.46049 2.65731 0.2 -0.2 0.2
H -0.25311 1.96167 -0.11411 0.2 -0.5 -0.1
H -0.16998 1.11520 1.47919 0.0 -0.2 -0.2
H -2.55909 1.60852 -1.46086 0.1 0.2 0.0
H -2.92798 -1.33183 1.76245 -0.4 0.2 -0.2
H -1.43029 0.62138 4.32136 0.0 0.5 -0.1
C -0.17010 3.78786 -5.66802 0.0 0.3 0.3
O -0.95026 2.73564 -6.22820 -1.7 -1.4 -1.1
P -0.55188 1.19609 -5.67792 4.5 1.0 2.3
O -0.33248 1.44158 -4.23578 -0.5 0.0 -0.1
O 0.85406 1.17732 -6.55329 -0.4 -0.2 0.0
C 0.91253 1.70088 -7.86526 0.1 -0.1 0.0
O -0.55972 -0.48780 -5.70909 -1.9 0.8 -1.7
C -1.81761 -1.13945 -5.51912 -0.1 -0.1 0.4
H -0.27262 4.64657 -6.33641 -0.1 -0.1 0.0
H -0.54321 4.05221 -4.68010 0.1 -0.1 0.0
H 0.88330 3.51178 -5.59528 0.0 0.0 0.0
H 1.42873 2.66555 -7.85681 0.0 0.0 0.0
H -0.07374 1.84354 -8.30550 0.0 0.0 0.0
H 1.48119 1.00630 -8.48773 0.0 0.0 0.0
H -2.52130 -0.88330 -6.31565 0.0 0.0 0.0
H -2.24683 -0.87440 -4.54983 0.0 0.0 0.0
H -1.63702 -2.21279 -5.54680 0.1 0.0 0.0
C -0.16647 -4.98950 0.88091 -0.3 0.1 -0.4
O -0.20561 -4.87691 2.30996 -0.9 0.2 2.3
P 0.93189 -3.91142 2.92252 4.0 -0.3 -2.6
O 1.03989 -2.72679 2.08344 -0.4 0.5 0.0
O 2.15832 -4.97587 2.69355 -0.1 0.0 -0.1
C 1.96639 -6.38149 2.75791 0.2 0.1 0.0
O 1.52256 -3.53692 4.39028 -2.8 -1.1 0.6
C 0.60717 -2.97679 5.36018 0.0 0.4 0.0
H -0.71519 -5.89554 0.62899 0.0 0.0 0.1
H -0.65142 -4.13090 0.42275 0.1 0.1 0.1
H 0.85659 -5.06992 0.51485 0.0 0.1 0.1
H 1.98140 -6.80198 1.74964 0.0 0.0 0.0
H 1.02649 -6.65701 3.23206 0.0 0.0 0.0
H 2.79027 -6.81207 3.32767 0.0 0.0 0.0
H -0.19012 -3.67899 5.60350 0.0 0.0 0.0
H 0.17361 -2.04730 4.98833 0.0 0.0 0.0
H 1.17733 -2.77084 6.26201 0.1 0.0 -0.1


2.
96
Properties=species:S:1:pos:R:3:forces:R:3 method="wB97M-V/def2-TZVPD" lumo_energy_ev="3.6 / 3.6" total_energy_ev=-171115.8044 homo_energy_ev="-2.1 / -2.7" total_charge=-2 orbital_gap_ev="5.69 / 6.34" spin_multiplicity=4 e_above_lowest_ev=0.8644
V 13.92504 13.75986 10.36823 0.0 0.3 0.6
C 15.69305 14.40143 15.38601 0.7 0.1 3.0
C 16.04190 13.68847 14.30894 -0.2 -2.6 -1.0
C 15.45023 13.98358 13.10247 0.6 -0.3 0.4
C 14.68849 15.12034 12.94529 -0.4 -0.4 -0.5
C 14.46654 15.99670 14.00792 0.7 -0.9 0.3
C 14.96634 15.54462 15.25508 -1.2 1.4 -1.7
N 14.07330 15.25689 11.68175 0.7 1.3 1.8
N 13.68383 16.52005 11.51902 -0.5 -0.8 -1.9
C 13.14504 16.58807 10.25443 -0.5 -0.5 -1.9
C 12.66349 17.81004 9.66675 1.0 -3.1 1.8
C 12.03867 17.74609 8.46663 -0.8 1.3 -0.6
C 11.86107 16.56319 7.72550 1.0 1.0 1.4
C 12.43611 15.40366 8.23958 -1.3 0.0 -1.1
C 13.06780 15.34021 9.46558 0.1 1.4 0.7
H 15.98512 14.00600 16.39397 -0.3 0.7 -0.9
H 16.48787 12.70357 14.49867 0.2 0.5 -0.5
H 15.55601 13.28435 12.30782 0.2 -0.3 -0.6
H 13.91168 16.90408 13.74926 0.1 -0.4 0.8
H 14.68211 16.07160 16.10874 -0.3 0.9 1.4
H 12.72789 18.66436 10.28626 0.0 1.1 0.2
H 11.63222 18.74173 8.24378 -0.2 -0.6 -1.0
H 11.36887 16.59772 6.78786 -0.5 -0.1 -0.7
H 12.20406 14.52388 7.62047 0.6 -0.1 0.5
O 16.43556 8.63135 14.88668 -2.1 1.4 0.9
C 15.34625 9.31372 14.83170 2.2 -2.0 0.0
O 14.87879 9.79484 13.78083 -0.5 0.4 0.0
C 14.45083 9.49290 16.09482 2.1 -0.8 0.5
C 14.91761 9.07178 17.36443 0.0 -0.6 -1.1
C 14.09536 9.18620 18.46072 0.8 -0.5 1.5
C 12.83168 9.75327 18.37402 -0.9 0.7 -1.1
C 12.33712 10.18696 17.14506 2.1 -0.6 -1.1
C 13.21317 10.01848 15.96134 -2.6 1.3 1.9
P 12.67263 10.48663 14.28940 -0.2 0.8 -0.2
C 12.27508 8.78909 13.78777 -1.9 -1.0 1.0
C 12.47073 8.35096 12.51511 0.3 -1.3 0.5
C 12.17871 7.04133 12.13198 -0.1 0.5 -1.7
C 11.45452 6.17209 12.91244 -0.1 -1.1 -0.2
C 11.13586 6.62809 14.20747 0.0 -0.3 -0.9
C 11.55933 7.87753 14.61773 0.3 0.3 1.1
C 10.98228 11.10476 14.80790 -1.0 -1.8 -0.5
C 9.74881 10.35583 14.83482 1.0 0.9 0.6
C 8.60020 11.00253 15.19890 -0.1 1.5 0.4
C 8.58818 12.36794 15.56981 -0.2 -0.5 -0.9
C 9.75693 13.07653 15.52237 1.1 0.7 0.4
C 10.94878 12.43775 15.13559 0.2 1.1 0.2
H 15.88126 8.53805 17.33202 -0.4 0.5 0.4
H 14.41806 8.83062 19.47328 -0.1 0.3 -1.0
H 12.21142 9.89155 19.25120 0.1 -0.1 0.1
H 11.35744 10.65288 17.03947 0.4 -0.2 0.1
H 12.99913 8.94628 11.84613 0.7 1.1 -1.2
H 12.47073 6.84631 11.08430 -0.3 -0.5 0.7
H 11.17937 5.14172 12.49083 0.3 1.6 0.9
H 10.51291 6.03255 14.86162 0.1 -0.1 0.1
H 11.32816 8.11409 15.68029 0.3 0.2 -0.9
H 9.66437 9.27904 14.72150 0.4 0.3 -0.5
H 7.67250 10.49269 15.21502 -0.8 -0.6 0.0
H 7.65855 12.90476 15.69965 -0.2 -0.2 0.4
H 9.81866 14.14377 15.81676 -0.3 -0.7 -0.4
H 11.88915 13.03717 15.11054 -0.7 -0.5 -0.1
C 11.67300 9.31908 7.42127 0.8 -0.3 0.6
C 12.93313 10.15376 7.77656 -1.9 -0.9 -1.0
C 13.83246 9.72847 8.71020 0.6 0.4 0.6
C 14.86245 10.57805 9.11225 0.7 -1.9 2.5
C 15.60569 10.15999 10.40117 -0.7 0.0 0.8
C 15.13368 11.77734 8.52697 -1.8 -0.1 -2.7
C 14.30744 12.13351 7.41940 -1.1 -0.2 0.2
C 14.57096 13.36867 6.60312 1.2 -0.1 -0.7
C 13.18028 11.32922 7.10272 1.8 1.2 0.1
C 16.19978 12.65524 9.00896 -0.1 0.7 1.0
O 17.33550 12.64179 8.62669 1.1 -0.1 -0.7
O 15.76435 13.43717 9.96262 0.1 0.4 0.1
H 11.06988 9.08965 8.31627 0.2 0.6 -0.2
H 12.03591 8.31937 7.13049 -0.3 0.3 -0.5
H 11.02615 9.78148 6.64796 0.6 -0.3 0.4
H 13.75836 8.78082 9.23284 -0.3 0.0 0.0
H 16.52327 10.73536 10.57014 -0.2 -0.2 -0.1
H 15.86075 9.07726 10.44179 -0.2 0.7 -0.3
H 14.94418 10.32166 11.32877 0.9 -0.1 -1.3
H 15.43368 13.14471 5.93561 -0.2 0.3 0.5
H 14.83538 14.23031 7.22131 0.0 -0.1 -0.1
H 13.79808 13.67158 5.89394 -0.4 -0.2 0.4
H 12.60331 11.64014 6.24495 -0.4 0.0 0.1
Br 6.36049 12.43797 12.00784 -0.5 0.1 0.2
C 8.07039 13.18736 11.99464 0.9 1.5 0.5
C 8.40589 14.45865 12.49135 -1.0 0.6 0.9
N 9.62144 14.97355 12.54459 -0.5 0.8 -0.2
C 10.61182 14.34979 11.96684 1.4 -1.7 -0.6
C 10.41710 13.04098 11.47195 -0.7 -0.4 -0.3
C 9.12777 12.46670 11.53450 1.4 -1.2 0.0
C 11.45107 12.11530 10.82932 -0.1 1.2 0.6
O 11.11787 11.12166 10.24612 -0.7 -1.1 -0.5
O 12.66826 12.48736 10.98057 0.9 0.5 0.0
H 7.73965 15.17664 12.97874 -0.7 -0.8 -0.3
H 11.58597 14.87521 11.96326 -0.6 -0.6 -0.1
H 9.04827 11.38255 11.31898 0.0 0.9 -0.3


3.
9
Properties=species:S:1:pos:R:3:forces:R:3 method="wB97M-V/def2-TZVPD" lumo_energy_ev=-1.0 total_energy_ev=-19768.6851 homo_energy_ev=-10.4 orbital_gap_ev=9.38 e_above_lowest_ev=1.2599
C 0.35522 -0.43317 -0.45021 -0.6 -0.6 0.1
C -0.27410 -0.19428 0.66982 -1.5 -1.6 1.2
O 1.02921 0.78393 4.21331 -0.9 0.9 0.3
O 2.53300 1.03085 2.43288 0.1 1.0 -0.8
F -0.47526 1.02500 1.15672 0.2 1.2 0.4
S 1.48775 1.67016 3.17920 0.7 -2.0 0.5
H 0.29742 -1.44024 -0.77144 0.3 -0.9 -0.2
H 0.76225 0.25733 -1.14027 0.4 0.9 -0.2
H -0.83132 -0.94363 1.34529 1.2 1.0 -1.3


4.
36
Properties=species:S:1:pos:R:3:forces:R:3 method="wB97M-V/def2-TZVPD" lumo_energy_ev="3.9 / 3.8" total_energy_ev=-351771.0286 homo_energy_ev="-1.8 / -0.1" total_charge=-2 orbital_gap_ev="5.70 / 3.91" e_above_lowest_ev=0.6096
Ga 0.37619 0.90105 -1.65308 0.8 1.0 0.7
O -1.39286 -0.81570 -5.47326 -0.2 0.3 -0.9
C -1.15770 -1.20619 -4.23099 -2.5 1.1 3.9
O -1.97849 -1.08945 -3.28195 2.8 -0.5 -3.5
C 0.23562 -1.80519 -4.08458 0.5 0.4 1.7
O 0.41766 -2.00440 -2.65235 -0.4 0.6 -0.3
C 1.66115 -2.22994 -1.91579 -0.2 1.6 -1.5
C 2.68991 -1.02454 -1.97840 -1.6 0.0 0.4
O 3.87147 -1.26719 -1.98878 0.4 -0.1 -0.2
O 2.17419 0.17837 -1.91259 -0.6 -0.1 -0.5
H -2.22408 -0.30200 -5.56294 0.4 -0.3 0.6
H 1.02387 -1.16010 -4.55009 -0.7 -0.5 0.3
H 0.10542 -2.73362 -4.62856 0.7 -0.6 -0.1
H 2.17127 -3.06563 -2.40901 -0.1 -0.3 1.0
H 1.32021 -2.23434 -0.84038 0.4 -0.8 -1.2
Se -3.73859 2.66053 -3.86433 0.5 0.8 0.2
Sb -2.31469 3.98899 -2.21560 -0.1 -0.6 0.1
Se 0.20018 3.08676 -2.59729 -0.7 -0.7 -0.1
Se -3.12638 1.21347 -1.47899 0.1 -1.2 0.7
Se -3.12275 2.86795 0.21537 0.5 0.6 -1.4
O -0.18132 -0.11530 -0.14299 0.1 0.1 -0.9
C 0.35092 0.70835 0.70607 -0.1 0.1 3.3
O 0.92593 1.76409 0.34633 -0.4 -1.1 -1.4
C 0.26162 0.40350 2.17460 0.8 1.4 -0.4
C 0.95180 1.32235 3.02132 -0.6 -0.5 0.2
C 0.88933 1.20142 4.40189 1.9 1.6 -0.8
C 0.19360 0.15932 4.97885 -0.6 0.3 2.0
C -0.55782 -0.67782 4.14885 -0.6 -1.4 0.5
C -0.51416 -0.58523 2.79773 -0.3 0.2 -2.0
N 0.04766 0.12548 6.39822 -0.2 0.2 -1.9
O 0.64167 0.96889 7.12630 0.4 0.1 0.0
O -0.79983 -0.67360 6.85882 -0.4 -0.8 0.6
H 1.44569 2.16657 2.55763 0.1 -0.1 0.1
H 1.46525 1.91544 5.03464 -0.8 -0.7 -0.5
H -1.16108 -1.46147 4.58296 -0.1 0.2 0.3
H -1.15087 -1.18080 2.11237 0.4 0.1 0.8


5.
25
Properties=species:S:1:pos:R:3:forces:R:3 method="wB97M-V/def2-TZVPD" lumo_energy_ev=-3.6 total_energy_ev=-12520.5770 homo_energy_ev=-13.5 total_charge=+1 orbital_gap_ev=9.91 e_above_lowest_ev=4.0878
C -0.28883 0.02612 -0.23054 -0.6 -4.2 0.4
C -0.94912 -2.20629 -1.25013 0.3 -0.2 -0.5
C -1.71396 -0.99420 -1.78849 -0.4 -1.0 0.0
C 1.97155 0.69739 0.23180 -0.1 -0.1 -0.1
C 0.25885 0.58933 2.07973 -0.2 -0.1 -0.1
C 0.09292 2.38558 0.32073 0.0 -0.2 0.0
C 0.49009 0.92892 0.59964 0.3 0.6 0.2
N -0.50714 -1.88890 0.08875 0.1 4.0 0.4
N -1.04777 0.17576 -1.23389 0.2 0.7 -0.1
O 0.70537 -2.45105 0.34324 0.4 -0.2 -0.3
H -1.60859 -3.07561 -1.17903 0.0 0.1 -0.1
H -0.09459 -2.45840 -1.88969 -0.1 0.1 0.0
H -1.70435 -0.95475 -2.87826 0.0 0.0 0.1
H -2.74971 -0.99633 -1.43967 0.1 0.1 -0.1
H 2.58684 1.32944 0.86534 0.0 0.1 0.1
H 2.26151 -0.33757 0.38662 0.0 -0.1 0.0
H 2.16049 0.96053 -0.80611 0.1 0.0 -0.1
H 0.53218 -0.43778 2.29841 0.0 -0.1 0.0
H -0.78341 0.73635 2.35032 -0.1 0.0 0.1
H 0.87168 1.24369 2.69338 0.1 0.1 0.0
H 0.63547 3.03503 0.99973 0.1 0.1 0.0
H -0.96982 2.53993 0.48998 -0.1 0.1 0.0
H 0.34463 2.68008 -0.69500 0.0 0.1 -0.1
H -1.26190 1.07961 -1.65735 0.1 0.0 0.2
H 0.76760 -2.60688 1.30049 -0.4 0.1 -0.2


6.
68
Properties=species:S:1:pos:R:3:forces:R:3 method="wB97M-V/def2-TZVPD" lumo_energy_ev="0.7 / 0.7" total_energy_ev=-33610.2550 homo_energy_ev="-7.6 / -9.1" orbital_gap_ev="8.31 / 9.75" spin_multiplicity=2 e_above_lowest_ev=0.0000
C 2.21220 1.61941 4.03211 0.1 0.1 -0.2
C 2.60327 1.99801 2.59007 -0.2 -0.1 0.1
C 3.38900 0.92750 1.81903 0.1 0.1 0.0
O 2.74677 0.54553 0.61342 -0.1 0.1 -0.1
C 2.05644 -0.68129 0.70172 0.0 0.1 -0.1
C 1.21466 -0.96273 -0.55959 0.2 0.1 0.1
C 1.19596 -2.49561 -0.77826 -0.1 0.0 0.0
C 0.40149 -3.35206 0.21427 0.1 -0.1 0.1
C 1.17301 -3.80386 1.46017 -0.1 -0.1 0.1
C 2.00951 -5.07984 1.21995 0.1 0.3 0.1
N 3.34706 -5.10292 1.80714 0.0 -0.1 0.0
C -0.23315 -0.47593 -0.41550 0.2 0.1 0.0
C -0.52579 1.00937 -0.71555 -0.1 0.1 0.3
C -1.05366 1.69297 0.55372 -0.1 0.0 -0.3
C -1.61635 1.12752 -1.78872 0.0 -0.4 0.1
N 0.68932 1.74640 -1.13527 -0.3 -0.1 -0.6
O 0.53312 3.00638 -1.24332 0.1 0.1 0.2
C 1.65890 1.15980 -2.09116 0.3 0.0 0.1
C 2.96106 1.97200 -1.98413 -0.1 0.0 -0.1
C 1.14792 1.33833 -3.52611 0.1 -0.1 0.0
C 1.85775 -0.34876 -1.81532 -0.1 -0.1 0.0
H 2.69576 0.69096 4.33498 0.0 -0.1 0.1
H 1.13553 1.49170 4.12528 0.0 -0.1 0.1
H 2.52269 2.38845 4.73615 -0.1 0.0 0.1
H 1.70843 2.19329 2.00123 0.0 0.1 0.0
H 3.16678 2.92918 2.59132 0.1 0.0 0.0
H 3.55258 0.04465 2.44533 0.0 0.0 0.0
H 4.37302 1.30915 1.54138 0.0 0.0 -0.1
H 1.41700 -0.68428 1.59366 -0.1 -0.1 0.0
H 2.80041 -1.47885 0.81706 0.0 0.0 0.0
H 0.79045 -2.66579 -1.77786 -0.1 0.0 0.0
H 2.23268 -2.84741 -0.80684 0.0 0.0 -0.1
H -0.52304 -2.85945 0.50988 0.0 0.1 -0.1
H 0.08945 -4.25790 -0.31179 -0.1 0.0 0.0
H 1.83924 -3.02624 1.83324 0.0 0.1 -0.1
H 0.45343 -3.99316 2.25965 0.0 0.0 0.1
H 1.46442 -5.93852 1.61171 0.0 -0.1 -0.1
H 2.12805 -5.22342 0.14510 0.0 -0.1 0.0
H 3.32379 -4.83008 2.78164 0.0 0.0 0.0
H 3.96415 -4.46670 1.31918 0.0 0.1 0.1
H -0.54820 -0.68139 0.60649 -0.1 0.0 0.0
H -0.87167 -1.09117 -1.05298 0.0 0.0 -0.1
H -1.49257 2.65662 0.30500 0.1 0.1 0.1
H -0.25797 1.83188 1.28212 0.0 0.0 0.1
H -1.84028 1.07001 0.97888 0.0 0.0 0.1
H -1.67299 2.14018 -2.18089 0.0 0.1 0.0
H -2.56104 0.84706 -1.32411 -0.1 0.1 0.0
H -1.45467 0.41287 -2.59463 0.0 0.1 -0.1
H 2.91052 2.85109 -2.62411 0.0 0.0 0.0
H 3.13213 2.30757 -0.96957 0.1 -0.1 0.1
H 3.80236 1.36528 -2.31610 0.0 0.0 0.0
H 0.28962 0.70565 -3.74138 -0.1 0.0 0.0
H 0.90549 2.38257 -3.71072 -0.1 0.0 0.0
H 1.95424 1.04627 -4.20121 0.0 0.0 -0.1
H 2.92063 -0.59147 -1.82287 0.1 0.1 0.0
H 1.42070 -0.88621 -2.66056 0.0 0.0 0.0
O -4.85634 -0.61633 -1.02440 0.1 0.0 0.0
C -5.41300 0.36883 -0.64000 -0.1 -0.1 -0.1
O -5.16395 0.91510 0.57359 0.0 0.0 0.0
C -6.03574 2.03476 0.80962 0.0 0.0 0.0
C -6.47352 2.50092 -0.57559 0.0 -0.1 0.0
C -6.46571 1.19050 -1.36102 0.1 0.2 0.1
H -6.87655 1.68944 1.41487 0.0 0.0 0.0
H -5.47854 2.78103 1.36984 0.0 0.0 0.0
H -7.43276 3.01336 -0.56448 0.0 0.0 0.0
H -5.72789 3.18250 -0.98643 0.0 0.0 0.0
H -7.41487 0.65628 -1.28982 0.0 0.0 0.0
H -6.20071 1.30100 -2.40851 0.0 -0.1 0.0


Please write out number 3 again, unchanged.
9
Properties=species:S:1:pos:R:3:forces:R:3 method="wB97M-V/def2-TZVPD" lumo_energy_ev=-1.0 total_energy_ev=-19768.6851 homo_energy_ev=-10.4 orbital_gap_ev=9.38 e_above_lowest_ev=1.2599
C 0.35522 -0.43317 -0.45021 -0.6 -0.6 0.1
C -0.27410 -0.19428 0.66982 -1.5 -1.6 1.2
O 1.02921 0.78393 4.21331 -0.9 0.9 0.3
O 2.53300 1.03085 2.43288 0.1 1.0 -0.8
F -0.47526 1.02500 1.15672 0.2 1.2 0.4
S 1.48775 1.67016 3.17920 0.7 -2.0 0.5
H 0.29742 -1.44024 -0.77144 0.3 -0.9 -0.2
H 0.76225 0.25733 -1.14027 0.4 0.9 -0.2
H -0.83132 -0.94363 1.34529 1.2 1.0 -1.3